{
  "formula": "C37H61BiClF6N3O18P2S3Si",
  "method": "the ωB97M-V functional and the def2-TZVPD basis",
  "total_charge": -2,
  "max_force_ev_per_a": 0.998,
  "homo_ev": -3.689,
  "total_energy_ev": -174329.5153,
  "elements": ["Bi", "C", "C", "O", "P", "O", "O", "O", "P", "O", "O", "O", "H", "H", "H", "H", "H", "H", "H", "Cl", "C", "C", "C", "C", "O", "C", "C", "O", "C", "H", "H", "H", "H", "C", "C", "C", "C", "N", "N", "H", "H", "H", "H", "H", "H", "H", "H", "H", "H", "H", "H", "C", "C", "C", "C", "C", "C", "C", "C", "C", "C", "O", "O", "H", "H", "H", "H", "H", "H", "H", "H", "H", "H", "H", "F", "C", "F", "F", "S", "O", "O", "N", "S", "O", "O", "C", "F", "F", "F", "C", "C", "C", "C", "O", "Si", "S", "O", "C", "C", "C", "C", "O", "C", "C", "C", "C", "H", "H", "H", "H", "H", "H", "H", "H", "H", "H", "H", "H", "H", "H", "H", "H", "H", "H", "H", "H", "H", "H", "H", "H", "H", "H", "H"],
  "xyz": [[-0.128, -0.173, 0.245], [-0.854, 2.450, -3.946], [-0.666, 1.363, -2.891], [-0.575, 1.900, -1.570], [0.919, 0.443, -3.108], [0.730, -0.496, -4.359], [2.064, 1.446, -3.639], [1.391, -0.165, -1.843], [-1.932, -0.008, -3.026], [-3.338, 0.730, -2.760], [-1.875, -0.429, -4.482], [-1.602, -0.993, -1.965], [0.049, 3.053, -4.056], [-1.657, 3.111, -3.615], [-1.127, 2.010, -4.906], [-1.435, 2.269, -1.287], [-0.267, -0.608, -4.606], [1.942, 1.640, -4.577], [-3.753, 0.927, -3.610], [-2.267, 0.056, 7.553], [-2.046, 0.264, 5.823], [-2.125, 1.557, 5.266], [-1.934, 1.741, 3.929], [-1.615, 0.655, 3.057], [-1.376, 0.903, 1.826], [-1.636, -0.647, 3.633], [-1.539, -1.835, 2.842], [-1.379, -1.927, 1.626], [-1.825, -0.812, 5.023], [-2.333, 2.401, 5.911], [-2.001, 2.725, 3.481], [-1.649, -2.776, 3.415], [-1.792, -1.812, 5.441], [3.561, 3.546, -1.439], [4.918, 2.985, -1.022], [5.656, 2.436, -2.245], [5.752, 4.088, -0.373], [4.837, 1.913, -0.015], [4.060, 0.765, -0.356], [3.670, 4.245, -2.275], [3.107, 4.079, -0.603], [2.889, 2.746, -1.750], [5.980, 3.255, -2.891], [5.009, 1.777, -2.831], [6.533, 1.870, -1.921], [5.929, 4.900, -1.083], [6.712, 3.685, -0.040], [5.226, 4.498, 0.497], [4.443, 2.288, 0.839], [4.379, 0.393, -1.240], [3.060, 0.948, -0.441], [4.213, 7.091, 2.368], [3.549, 5.749, 2.185], [2.429, 5.613, 1.380], [1.769, 4.394, 1.234], [0.564, 4.320, 0.335], [2.247, 3.281, 1.936], [3.391, 3.392, 2.745], [3.962, 2.211, 3.497], [4.026, 4.625, 2.847], [1.493, 1.968, 1.903], [1.293, 1.358, 2.938], [1.169, 1.576, 0.704], [3.980, 7.758, 1.538], [5.298, 6.988, 2.437], [3.867, 7.568, 3.289], [2.045, 6.479, 0.848], [0.241, 5.314, 0.025], [-0.264, 3.814, 0.832], [0.775, 3.720, -0.551], [4.080, 1.342, 2.844], [3.281, 1.901, 4.288], [4.930, 2.469, 3.928], [4.914, 4.709, 3.469], [-6.700, 2.719, -0.679], [-5.619, 2.145, -1.208], [-5.417, 2.640, -2.427], [-5.881, 0.836, -1.335], [-4.129, 2.332, -0.060], [-3.604, 1.008, 0.000], [-4.683, 2.930, 1.125], [-3.127, 3.345, -0.800], [-3.570, 4.881, -0.795], [-4.967, 5.077, -1.063], [-2.629, 5.648, -1.558], [-3.373, 5.567, 0.953], [-2.697, 6.727, 0.855], [-2.696, 4.776, 1.778], [-4.558, 5.845, 1.486], [5.509, -2.141, 1.205], [4.838, -3.179, 2.097], [4.464, -2.566, 3.446], [5.755, -4.378, 2.308], [3.674, -3.709, 1.465], [2.417, -3.087, 0.594], [1.680, -1.378, 1.583], [1.374, -4.352, 0.496], [0.730, -5.214, 1.436], [1.370, -6.590, 1.267], [0.907, -4.734, 2.874], [-0.744, -5.259, 1.061], [2.897, -2.765, -0.923], [2.950, -3.536, -2.125], [3.806, -2.728, -3.092], [3.614, -4.888, -1.858], [1.542, -3.726, -2.682], [6.419, -1.767, 1.683], [4.844, -1.294, 1.013], [5.771, -2.588, 0.241], [5.347, -2.136, 3.924], [4.040, -3.331, 4.104], [3.717, -1.784, 3.304], [6.655, -4.084, 2.856], [6.045, -4.798, 1.341], [5.229, -5.150, 2.876], [2.436, -6.526, 1.503], [1.265, -6.922, 0.231], [0.895, -7.324, 1.925], [1.966, -4.740, 3.144], [0.356, -5.387, 3.556], [0.548, -3.709, 2.978], [-0.854, -5.629, 0.038], [-1.164, -4.254, 1.104], [-1.294, -5.919, 1.739], [4.799, -2.574, -2.658], [3.349, -1.754, -3.262], [3.906, -3.251, -4.046], [4.618, -4.737, -1.448], [3.691, -5.457, -2.788], [3.031, -5.459, -1.132], [1.060, -2.757, -2.825], [0.943, -4.309, -1.981], [1.584, -4.249, -3.642]],
  "forces_ev_per_angstrom": [[-0.27, 0.27, 0.10], [-0.06, 0.06, 0.15], [0.08, -0.38, -0.01], [-0.02, -0.13, -0.09], [0.22, 0.12, -0.20], [-0.53, 0.10, -0.12], [-0.16, 0.01, 0.04], [-0.01, 0.08, -0.05], [0.01, -0.02, -0.43], [0.13, -0.12, -0.29], [0.17, 0.07, 0.09], [-0.14, 0.10, 0.20], [-0.04, 0.05, 0.05], [-0.03, -0.01, -0.05], [0.03, -0.01, 0.01], [-0.13, 0.22, -0.21], [0.20, 0.00, 0.31], [0.04, -0.04, 0.07], [0.00, 0.03, 0.09], [0.01, 0.03, -0.06], [-0.04, 0.12, 0.07], [0.02, -0.12, 0.06], [0.04, 0.07, -0.09], [-0.12, 0.05, 0.09], [0.23, -0.10, -0.11], [0.08, 0.12, 0.06], [-0.03, -0.18, -0.20], [-0.10, 0.04, 0.15], [0.02, -0.07, -0.11], [-0.02, 0.00, 0.01], [0.03, -0.03, 0.03], [-0.04, -0.01, 0.01], [-0.03, 0.00, -0.01], [-0.04, 0.00, 0.04], [0.05, 0.14, -0.07], [-0.01, -0.07, 0.04], [0.00, 0.01, 0.06], [0.09, -0.15, -0.21], [-0.15, -0.07, 0.21], [-0.01, -0.03, 0.00], [0.10, -0.06, -0.21], [0.02, 0.05, -0.01], [-0.05, -0.03, -0.01], [0.04, 0.03, 0.00], [0.00, 0.04, -0.04], [-0.01, 0.01, 0.03], [-0.01, 0.03, -0.03], [0.10, -0.06, -0.13], [0.01, -0.03, -0.02], [0.11, -0.10, 0.05], [0.12, 0.18, -0.06], [-0.02, -0.08, -0.03], [-0.04, 0.07, 0.04], [-0.03, 0.05, 0.08], [-0.13, 0.03, 0.16], [0.02, -0.10, 0.03], [-0.08, 0.13, 0.19], [-0.05, -0.04, 0.06], [-0.16, 0.03, -0.09], [-0.01, 0.01, 0.04], [0.38, -0.27, -0.22], [-0.23, 0.12, 0.01], [-0.08, 0.17, 0.03], [0.02, 0.00, 0.02], [-0.01, 0.01, -0.01], [0.01, 0.01, -0.01], [0.01, -0.03, 0.00], [-0.01, 0.02, 0.03], [-0.09, 0.02, 0.02], [0.01, 0.06, 0.02], [0.01, 0.01, 0.03], [0.00, -0.01, 0.02], [0.02, 0.00, -0.04], [-0.02, -0.02, -0.04], [0.00, 0.04, -0.13], [0.15, -0.31, 0.26], [-0.05, 0.06, -0.12], [-0.14, 0.15, -0.03], [-0.51, 0.16, 0.30], [0.40, 0.28, -0.09], [-0.07, -0.17, -0.03], [-0.07, -0.09, 0.19], [0.04, 0.13, -0.28], [-0.07, -0.04, 0.03], [0.21, -0.27, 0.02], [0.12, 0.05, -0.13], [-0.03, -0.03, 0.10], [0.06, -0.01, -0.07], [0.01, -0.05, 0.09], [-0.10, 0.05, -0.08], [-0.01, 0.07, -0.03], [-0.11, -0.06, -0.08], [0.05, -0.07, 0.00], [-0.05, -0.07, 0.12], [-0.12, 0.01, 0.42], [0.78, -0.60, 0.17], [-0.16, 0.01, -0.11], [0.15, -0.03, 0.00], [0.07, 0.01, -0.03], [0.11, 0.13, -0.08], [0.00, 0.06, -0.08], [-0.07, 0.06, -0.19], [0.05, -0.10, -0.01], [0.05, 0.05, 0.09], [0.00, 0.09, 0.15], [0.01, 0.06, 0.15], [-0.02, -0.01, -0.04], [0.05, -0.01, 0.00], [0.00, 0.03, 0.07], [-0.03, -0.02, 0.00], [0.03, 0.05, -0.03], [0.06, 0.03, 0.05], [-0.03, -0.02, -0.04], [0.01, 0.01, 0.05], [0.04, 0.05, -0.01], [-0.06, -0.04, 0.00], [-0.01, -0.01, 0.06], [0.04, 0.02, -0.02], [-0.07, -0.03, 0.02], [0.01, 0.01, -0.01], [-0.03, -0.06, 0.02], [-0.01, 0.00, 0.05], [-0.03, -0.02, 0.03], [0.01, 0.02, -0.03], [-0.05, -0.01, -0.06], [-0.03, 0.03, -0.02], [0.00, 0.02, 0.01], [-0.06, -0.02, -0.04], [0.00, -0.01, 0.02], [0.02, -0.01, -0.07], [0.02, -0.04, -0.02], [0.00, 0.01, -0.05], [-0.02, 0.02, 0.02]]
}